No. 1
82
Properties=species:S:1:pos:R:3:mulliken_charge:R:1 method="wB97M-V/def2-TZVPD" homo_ev=-12.3 charge=+1 total_energy_ha=-1895.296384 e_lumo_ev=-3.365 molar_mass_g_mol=476.48 gap_ev=8.9
C -1.401 -2.411 -4.664 -0.523
O -0.155 -1.821 -3.995 -0.456
C -0.315 -1.706 -2.571 -0.217
C 1.062 -1.243 -1.977 -1.109
N 1.286 -1.054 -0.469 0.572
H 0.572 -1.562 -0.210 -0.154
H 1.961 -1.760 -0.275 0.273
C 1.201 0.295 0.036 -0.352
C 1.228 0.454 1.492 -0.037
O 1.275 1.868 1.849 -0.231
C 1.268 1.937 3.326 -0.882
H -2.322 -1.960 -4.387 0.060
H -1.356 -3.497 -4.407 0.349
H -1.168 -2.387 -5.661 0.386
H -0.487 -2.676 -2.158 0.346
H -1.077 -1.180 -2.427 0.423
H 1.255 -0.268 -2.399 0.477
H 1.897 -1.758 -2.368 0.508
H 0.305 0.746 -0.484 -0.165
H 1.998 0.773 -0.395 0.707
H 1.990 -0.180 2.090 -0.105
H 0.292 0.157 1.911 0.462
H 0.261 1.753 3.783 0.281
H 1.430 2.981 3.569 0.429
H 1.993 1.257 3.752 0.368
O -0.030 -0.331 5.617 -0.689
H 0.746 -0.665 6.267 0.336
H -0.602 0.386 5.956 0.307
O -0.737 4.778 4.203 -0.708
H -1.258 4.728 3.387 0.347
H -0.071 5.355 3.863 0.397
O -0.041 -2.196 3.521 -0.565
H -0.116 -1.589 4.237 0.316
H 0.365 -3.063 3.711 0.262
O -4.913 -4.016 -5.285 -0.646
H -4.816 -4.421 -6.184 0.304
H -4.485 -3.148 -5.217 0.330
O -1.527 1.312 -2.879 -0.506
H -1.873 1.732 -2.153 0.351
H -0.857 1.969 -2.805 0.189
O -3.822 -0.351 -3.093 -0.691
H -4.148 -0.462 -4.048 0.373
H -2.872 -0.114 -3.056 0.308
O 5.209 -2.220 -1.438 -0.599
H 5.541 -3.092 -1.259 0.305
H 4.559 -2.302 -0.806 0.325
O -2.069 -0.456 0.955 -0.560
H -1.758 -1.383 0.756 0.244
H -2.573 -0.685 1.686 0.264
O -1.064 3.803 1.397 -0.817
H -0.314 3.245 1.602 0.338
H -0.765 4.448 0.723 0.333
O 4.948 0.208 2.093 -0.569
H 5.246 0.941 2.526 0.275
H 4.374 -0.248 2.691 0.296
O 1.180 6.386 3.692 -0.728
H 2.046 5.849 3.587 0.331
H 0.961 6.838 4.516 0.338
O 0.731 0.657 -5.202 -0.534
H 0.568 -0.200 -5.167 0.257
H 1.579 0.707 -5.587 0.289
O 1.105 3.729 5.957 -0.608
H 0.270 3.801 5.408 0.364
H 0.883 2.885 6.429 0.297
O 3.268 -2.876 0.583 -0.705
H 2.978 -3.851 0.397 0.319
H 3.569 -2.807 1.563 0.295
O -3.213 -4.795 -2.498 -0.534
H -3.993 -4.536 -2.136 0.291
H -2.598 -4.826 -1.673 0.253
O -2.355 2.034 -0.401 -0.654
H -1.803 2.350 0.280 0.341
H -2.288 1.219 0.091 0.335
O 3.494 3.358 1.688 -0.656
H 3.459 4.113 2.151 0.234
H 2.867 2.545 2.014 0.398
O -4.651 -1.025 -5.695 -0.620
H -5.395 -0.507 -5.485 0.298
H -4.377 -1.006 -6.654 0.289
O -0.439 -2.757 0.500 -0.581
H -0.807 -3.591 0.283 0.183
H -0.308 -2.619 1.428 0.250

---

No. 2
93
Properties=species:S:1:pos:R:3:mulliken_charge:R:1 method="wB97M-V/def2-TZVPD" homo_ev=-6.1 charge=-1 total_energy_ha=-2747.634349 e_lumo_ev=1.474 molar_mass_g_mol=608.58 gap_ev=7.6
C 20.709 41.203 44.148 -0.448
O 21.652 40.425 44.729 0.259
C 21.168 39.078 44.705 -0.935
C 22.193 38.157 45.417 -0.852
N 21.821 36.779 45.233 0.648
H 20.835 36.574 45.659 0.027
H 21.808 36.449 44.205 0.375
C 22.682 35.742 45.838 -0.896
C 22.027 34.311 45.566 -0.107
O 22.755 33.333 46.235 -0.372
C 22.050 32.094 46.334 -0.457
H 19.671 40.927 44.513 0.222
H 20.517 40.888 43.074 0.114
H 20.948 42.286 44.462 0.151
H 21.105 38.717 43.703 0.302
H 20.343 39.010 45.169 0.795
H 22.349 38.387 46.595 0.143
H 23.213 38.339 45.103 0.359
H 22.706 35.867 47.151 -0.578
H 23.569 35.945 45.517 1.309
H 21.947 34.013 44.548 0.363
H 21.074 34.537 45.936 0.528
H 21.348 32.273 47.234 0.317
H 22.646 31.146 46.458 0.229
H 21.479 31.752 45.482 -0.030
S 18.014 36.590 44.870 1.313
O 17.042 37.571 45.265 -0.897
O 19.348 36.703 45.561 -0.996
O 17.495 35.340 45.308 -0.920
O 18.267 36.479 43.420 -0.887
O 25.469 37.869 46.371 -0.570
H 25.998 37.858 45.715 0.242
H 25.665 37.110 47.047 0.346
O 17.504 39.940 44.590 -0.524
H 16.952 40.395 45.172 0.246
H 17.427 39.059 44.924 0.438
O 20.283 44.657 43.382 -0.662
H 20.103 43.931 42.576 0.387
H 19.840 45.515 43.092 0.278
O 22.430 39.169 41.130 -0.596
H 22.916 38.380 41.089 0.243
H 21.482 39.238 41.082 0.319
O 25.225 33.205 46.917 -0.721
H 25.583 34.009 47.267 0.414
H 24.192 33.160 46.906 0.424
O 23.530 36.441 49.436 -0.668
H 23.295 37.361 49.680 0.286
H 23.535 35.728 50.102 0.296
O 22.898 44.135 43.040 -0.666
H 23.286 44.813 43.551 0.276
H 22.037 44.486 42.818 0.346
O 20.368 34.707 48.650 -0.552
H 19.688 35.277 48.930 0.313
H 21.030 35.441 48.592 0.192
O 23.409 28.764 44.404 -0.686
H 22.540 28.971 45.160 0.418
H 22.980 28.096 43.781 0.288
O 25.728 35.512 48.137 -0.716
H 25.054 35.928 48.721 0.372
H 26.506 35.850 48.396 0.301
O 22.760 41.164 47.294 -0.669
H 23.628 41.041 47.598 0.281
H 22.816 40.853 46.356 0.330
O 22.749 31.959 43.017 -0.644
H 22.733 31.228 43.601 0.331
H 21.793 32.092 42.820 0.306
O 19.049 31.235 45.245 -0.667
H 18.565 31.420 44.510 0.265
H 18.958 32.068 45.734 0.371
O 19.584 37.979 47.831 -0.826
H 19.520 37.627 46.829 0.400
H 18.729 37.649 48.248 0.323
O 18.974 38.175 41.807 -0.690
H 18.577 39.006 42.123 0.277
H 18.473 37.458 42.320 0.429
O 21.821 36.047 42.658 -0.621
H 21.010 35.628 42.240 0.283
H 22.609 35.529 42.259 0.316
O 21.024 46.101 45.643 -0.595
H 20.704 45.126 45.261 0.339
H 20.495 46.107 46.292 0.250
O 20.191 40.708 47.558 -0.702
H 19.891 39.633 47.777 0.415
H 21.126 40.637 47.545 0.301
O 23.840 41.570 43.471 -0.786
H 23.443 42.516 43.313 0.440
H 22.970 41.168 43.826 0.407
O 20.817 29.235 45.231 -0.615
H 20.187 29.933 45.262 0.371
H 20.650 28.527 45.885 0.314
O 18.466 33.449 46.653 -0.713
H 17.922 34.071 46.082 0.517
H 18.714 33.682 47.531 0.116

---

No. 3
25
Properties=species:S:1:pos:R:3:nbo_charge:R:1 method="wB97M-V/def2-TZVPD" homo_ev="-1.7 / -1.9" s_squared=3.84 charge=-2 total_energy_ha=-7624.019864 e_lumo_ev="4.042 / 4.041" molar_mass_g_mol=554.70 multiplicity=4 gap_ev="5.8 / 5.9"
Cr -0.573 -0.364 -1.370 0.600
O 4.248 4.347 -2.367 -0.625
C 3.439 3.455 -2.225 0.177
S 2.041 3.210 -3.274 0.309
C 1.407 1.775 -2.482 -0.411
C 2.087 1.324 -1.412 -0.398
S 1.681 -0.111 -0.506 -0.273
S 3.520 2.234 -0.954 0.309
S -0.014 1.011 -3.167 -0.161
S -3.316 -4.314 -2.551 -0.750
As -2.619 -2.741 -1.347 0.992
S -2.745 -0.720 -2.222 -0.587
S -0.387 -2.646 -1.191 -0.536
S -3.393 -2.656 0.660 -0.812
S -1.333 1.754 0.039 -0.072
C -0.890 0.789 1.323 -0.014
N -1.201 -0.486 1.438 -0.634
C -0.712 -1.186 2.608 -0.223
C 0.516 -0.413 3.069 -0.539
S 0.168 1.315 2.631 0.280
H -2.052 -0.922 0.961 0.475
H -0.469 -2.211 2.325 0.243
H -1.498 -1.209 3.371 0.194
H 1.395 -0.724 2.506 0.238
H 0.699 -0.513 4.138 0.218

---

No. 4
15
Properties=species:S:1:pos:R:3:nbo_charge:R:1 method="wB97M-V/def2-TZVPD" homo_ev=-26.1 charge=+4 total_energy_ha=-669.766009 e_lumo_ev=-20.603 molar_mass_g_mol=334.08 gap_ev=5.5
O -0.609 0.121 -1.139 -0.763
C -0.554 -0.385 -0.081 0.819
O -1.425 2.623 -4.250 -0.846
C -1.495 3.243 -5.241 1.135
O -1.562 3.845 -6.208 -0.126
Bi -1.120 1.461 -2.613 2.581
C -0.503 -0.978 1.078 -0.283
C 0.457 -0.610 2.162 -0.427
H -1.234 -1.781 1.218 0.385
H -0.011 -0.787 3.147 0.352
H 0.763 0.442 2.209 0.324
C 1.894 -1.334 1.932 -0.172
C 1.595 -2.020 2.922 0.312
H 2.475 -1.342 1.004 0.355
H 1.328 -2.497 3.860 0.352

---

No. 5
16
Properties=species:S:1:pos:R:3:nbo_charge:R:1 method="wB97M-V/def2-TZVPD" homo_ev=-9.6 total_energy_ha=-6042.241577 e_lumo_ev=0.042 molar_mass_g_mol=407.90 gap_ev=9.6 smiles=Br[Si](Br)(I)Oc1ccccc1
Br 4.662 1.606 1.748 -0.293
Si 4.393 0.288 -0.040 1.339
Br 4.571 1.623 -1.759 -0.253
I 6.026 -1.569 0.016 -0.168
O 3.077 -0.572 0.094 -0.953
C 1.618 -0.356 0.087 0.319
C 1.151 0.952 0.104 -0.259
C -0.179 1.215 -0.082 -0.183
C -1.111 0.173 -0.057 -0.218
C -0.647 -1.114 -0.131 -0.197
C 0.713 -1.393 -0.037 -0.246
H 1.767 1.723 0.196 0.212
H -0.343 2.311 -0.053 0.224
H -2.132 0.271 -0.122 0.217
H -1.217 -2.029 -0.121 0.223
H 1.115 -2.479 -0.131 0.236

---

No. 6
15
Properties=species:S:1:pos:R:3:nbo_charge:R:1 method="wB97M-V/def2-TZVPD" homo_ev="-9.2 / -9.2" total_energy_ha=-5832.495745 e_lumo_ev="-1.660 / -1.660" molar_mass_g_mol=282.99 gap_ev="7.6 / 7.6"
C 3.242 -1.116 0.006 0.239
C 1.074 -0.529 -0.764 -0.155
C 2.026 -0.416 0.187 -0.276
C -0.304 0.080 -0.883 -0.505
C -1.263 -0.320 0.261 -0.197
C -0.408 0.104 1.543 -0.303
N 4.234 -1.683 -0.090 -0.283
S 1.986 0.418 1.760 0.147
Br -1.605 -2.241 0.250 0.080
Br -2.943 0.662 0.249 0.106
H 1.350 -1.151 -1.605 0.229
H -0.228 1.170 -0.844 0.242
H -0.727 -0.203 -1.844 0.240
H -0.638 1.111 1.861 0.215
H -0.433 -0.614 2.348 0.221